# C33H31Cl6N5O10

8 unconnected molecules or ions with the total composition C33H31Cl6N5O10 at a distorted geometry (the ωB97M-V functional and the def2-TZVPD basis, OMol25).

Cartesian coordinates (Å):
O 6.966 3.172 0.169
N 5.823 3.344 -0.169
O 5.445 3.814 -1.226
C 4.830 3.015 0.885
C 3.511 3.067 0.521
C 2.535 2.766 1.450
C 2.920 2.426 2.740
C 4.258 2.416 3.060
C 5.262 2.775 2.177
H 3.282 3.211 -0.549
H 1.532 2.664 1.100
H 2.213 2.099 3.534
H 4.548 2.292 4.097
H 6.258 2.785 2.560
O -6.838 -3.288 1.952
N -6.133 -2.947 0.994
O -6.548 -2.951 -0.167
C -4.815 -2.485 1.221
C -4.139 -1.941 0.112
C -3.018 -1.181 0.373
C -2.433 -1.258 1.667
C -3.095 -1.889 2.685
C -4.316 -2.475 2.463
H -4.586 -1.899 -0.875
H -2.571 -0.641 -0.437
H -1.485 -0.728 1.821
H -2.622 -1.904 3.642
H -4.817 -2.940 3.309
O 0.886 -0.364 -1.402
N 0.754 -0.032 -0.270
O 0.011 0.856 0.158
C 1.507 -0.746 0.750
C 2.372 -1.713 0.341
C 3.033 -2.476 1.265
C 2.690 -2.339 2.608
C 1.752 -1.386 3.029
C 1.227 -0.531 2.073
H 2.540 -1.825 -0.692
H 3.662 -3.307 0.972
H 3.132 -2.974 3.310
H 1.412 -1.335 4.088
H 0.481 0.219 2.347
O -4.440 0.895 2.832
N -3.590 1.561 2.257
O -3.688 1.840 1.066
C -2.429 2.076 2.952
C -2.235 1.678 4.276
C -1.165 2.221 4.970
C -0.377 3.163 4.345
C -0.655 3.627 3.049
C -1.690 3.037 2.330
H -2.854 0.942 4.768
H -0.938 1.945 5.986
H 0.472 3.626 4.845
H -0.025 4.352 2.542
H -1.803 3.287 1.324
O -0.234 0.626 -9.394
N 0.655 1.012 -8.609
O 1.762 1.361 -8.891
C 0.344 0.934 -7.141
C -0.851 0.328 -6.823
C -1.148 0.116 -5.462
C -0.160 0.458 -4.552
C 1.087 1.013 -4.889
C 1.281 1.295 -6.236
H -1.557 0.135 -7.657
H -2.116 -0.215 -5.138
H -0.355 0.444 -3.460
H 1.798 1.124 -4.103
H 2.107 1.817 -6.619
Cl -4.863 3.953 -2.634
C -4.225 2.569 -1.723
Cl -4.121 1.020 -2.564
H -3.230 2.831 -1.390
H -4.945 2.511 -0.911
Cl -1.246 -5.315 0.152
C 0.100 -4.332 0.722
Cl 1.117 -5.230 1.776
H 0.742 -4.028 -0.126
H -0.443 -3.468 1.109
Cl 4.093 -6.002 -0.702
C 3.272 -5.801 -2.203
Cl 3.565 -4.274 -2.935
H 3.376 -6.612 -2.794
H 2.185 -5.884 -2.032

Output
ΔE to the lowest compared entry with this formula, charge and spin ... 0.373 eV
DFT total energy ... -5062.9129 hartree
Max |F| ... 3.6 eV Å⁻¹
E_HOMO ... -9.8534 eV
LUMO level ... -1.2817 eV
Charge ... 0

# C33H31F6N9O2Y

A molecular structure, C33H31F6N9O2Y (the ωB97M-V functional and the def2-TZVPD basis, OMol25).

Cartesian coordinates (Å):
Y 1.630 1.439 0.320
C 4.690 2.039 1.300
N 4.156 1.836 -0.062
C 4.979 0.843 -0.760
C 4.209 3.128 -0.803
C 3.235 4.138 -0.246
C 3.597 5.474 -0.144
C 2.688 6.401 0.350
C 1.427 5.986 0.749
C 1.085 4.643 0.637
C 1.962 3.683 0.128
H 5.719 2.412 1.250
H 4.684 1.098 1.843
H 4.082 2.768 1.834
H 6.015 1.188 -0.852
H 4.589 0.671 -1.764
H 4.978 -0.094 -0.202
H 3.981 2.903 -1.848
H 5.238 3.508 -0.781
H 4.590 5.799 -0.440
H 2.970 7.443 0.433
H 0.720 6.704 1.147
H 0.088 4.353 0.963
C -4.204 2.216 -1.101
N -2.953 1.886 -0.411
C -1.797 1.468 -0.903
N -0.881 1.438 0.060
C -1.575 1.876 1.158
N -2.830 2.150 0.916
C -4.819 1.108 -1.923
C -5.864 1.467 -2.769
C -6.525 0.511 -3.521
C -6.135 -0.817 -3.456
C -5.080 -1.177 -2.628
C -4.429 -0.219 -1.852
C -4.651 -2.579 -2.606
N -5.180 -3.587 -3.191
N -4.357 -4.686 -2.892
C -3.420 -4.233 -2.147
O -3.532 -2.899 -1.906
C -2.270 -4.939 -1.575
C -2.080 -6.289 -1.859
C -0.978 -6.944 -1.339
C -0.061 -6.257 -0.552
C -0.250 -4.912 -0.267
C 0.734 -4.178 0.605
N 1.234 -2.936 -0.004
C 0.679 -1.735 -0.018
N 1.439 -0.887 -0.703
C 2.482 -1.678 -1.099
N 2.400 -2.919 -0.693
C -1.365 -4.261 -0.775
H -4.015 3.086 -1.730
H -4.876 2.530 -0.304
H -1.649 1.216 -1.942
H -1.123 1.989 2.130
H -6.169 2.506 -2.838
H -7.340 0.803 -4.169
H -6.630 -1.577 -4.045
H -3.629 -0.530 -1.193
H -2.792 -6.805 -2.488
H -0.824 -7.992 -1.557
H 0.807 -6.775 -0.162
H 1.615 -4.784 0.794
H 0.302 -3.898 1.567
H -0.256 -1.501 0.466
H 3.311 -1.326 -1.690
H -1.543 -3.213 -0.562
C 0.053 -0.397 3.516
C 1.344 0.414 3.393
O 1.290 1.334 2.373
C 1.577 1.172 4.721
F 1.764 0.289 5.719
F 0.503 1.916 5.020
F 2.625 1.991 4.673
C 2.571 -0.538 3.132
F 2.848 -0.540 1.780
F 3.695 -0.162 3.732
F 2.337 -1.811 3.456
H -0.718 0.212 3.982
H 0.172 -1.302 4.106
H -0.297 -0.659 2.518

Output
ΔE to the lowest compared entry with this formula, charge and spin ... 0.615 eV
DFT total energy ... -2556.8752 hartree
Max |F| ... 0.9 eV Å⁻¹
E_HOMO ... -11.1896 eV
LUMO level ... -2.4732 eV
Charge ... +1